Below is a structure of composition C6H7LiNaO6 at a distorted geometry, with properties calculated with the ωB97M-V functional and the def2-TZVPD basis.

Results
Max |F|: 0.06460 hartree/bohr
E: -23239.99670 eV
Multiplicity: 2
Energy above the lowest of the compared OMol25 structures with the same formula, charge and spin: 4.895 eV

Positions of all 21 atoms, in Å:
Na: 5.57 -0.35 -1.41
C: -0.91 0.42 -2.40
O: 2.99 -0.11 -0.15
Li: 2.11 -0.07 1.51
O: 3.07 -0.14 -2.36
C: -1.70 0.30 1.28
C: -2.55 -0.49 0.35
O: -0.88 -0.58 2.03
O: 1.03 0.08 2.97
H: -2.34 0.89 1.96
H: -1.71 -0.37 -2.08
O: 1.11 0.13 -1.26
H: -1.24 1.27 -1.80
C: -0.21 -0.11 3.13
H: -3.33 0.05 -0.19
H: -1.05 0.98 0.71
O: -0.89 0.05 4.14
C: 0.36 0.05 -2.42
H: 0.86 -0.42 -3.26
C: 2.44 -0.04 -1.30
H: -2.72 -1.54 0.56


Below is a cluster of 14 separate species, C56H140O14 in total at a distorted geometry, with properties calculated with the ωB97M-V functional and the def2-TZVPD basis.

Results
Max |F|: 0.08034 hartree/bohr
E: -88997.56534 eV
Multiplicity: 1
Energy above the lowest of the compared OMol25 structures with the same formula, charge and spin: 3.699 eV

Positions of all 210 atoms, in Å:
O: 2.29 6.14 1.24
H: 5.26 -5.70 -1.73
H: 1.70 2.48 -4.23
H: -0.09 2.17 5.03
H: 1.34 -3.78 -4.03
C: -2.85 5.45 -1.17
H: -3.08 -4.58 2.89
C: 1.24 -2.08 -2.69
H: -5.53 -1.49 2.16
H: -1.27 0.24 -4.19
H: 2.71 7.00 -2.86
H: 3.51 -3.71 6.00
H: -6.86 -0.69 -3.31
H: -2.65 4.94 -4.15
H: 0.06 2.18 1.02
C: 4.62 0.46 -1.50
C: -0.82 8.99 -1.89
H: 2.08 8.65 0.90
H: 3.32 1.96 -4.78
C: -5.18 -0.51 2.58
O: -2.73 6.75 0.90
C: -1.99 -4.74 2.85
H: -1.98 1.20 -1.09
H: 2.22 6.63 -1.18
H: 3.21 2.55 -2.34
H: -1.69 8.62 2.30
C: 2.05 4.81 0.88
H: 3.75 -5.35 2.42
H: -0.38 -7.48 1.85
O: -4.91 -1.49 -1.88
H: 1.23 -6.84 -2.15
C: -0.34 1.58 0.19
H: -3.60 6.03 -1.66
H: -1.74 -10.05 4.51
C: -0.40 -5.01 -1.11
C: 1.36 -3.71 6.03
H: 0.66 0.61 2.41
H: -1.38 -3.85 2.60
H: -2.12 -5.92 -1.60
H: 1.59 -2.28 -4.84
H: 1.28 -1.53 2.87
C: 2.90 1.58 -2.73
H: -1.24 -5.66 -3.04
H: 1.18 -0.97 -2.78
C: 4.90 -3.55 -2.04
H: -3.42 8.73 2.83
H: 4.92 -4.33 1.59
C: 4.74 -5.01 -2.37
C: 0.62 -1.41 2.04
C: 2.73 -3.26 5.38
O: -0.20 -6.25 -0.42
O: -4.40 -0.73 3.73
O: 1.60 2.61 4.07
H: 3.59 -7.45 -2.06
H: 6.55 -0.02 -0.75
H: -1.64 -7.54 5.70
H: -0.84 2.71 -3.50
H: -3.32 -9.10 4.72
H: 2.59 4.44 -2.31
H: -2.82 -3.44 -5.13
C: 1.10 6.89 1.51
C: -1.65 1.99 -0.37
H: -5.87 0.77 -3.14
H: -6.02 1.32 3.19
C: -1.10 1.12 -4.78
H: -4.88 -2.06 -3.82
C: 6.05 0.09 -1.75
H: 3.84 -6.92 -3.76
H: -0.32 -1.72 2.39
H: -3.84 -0.64 -3.37
H: 3.99 3.75 1.34
O: -1.67 3.40 -5.19
H: -2.12 4.82 0.73
H: -2.11 -4.26 -2.33
H: 2.67 1.46 5.49
H: -2.42 -2.06 -6.13
H: -2.52 2.32 -3.78
H: 1.54 4.25 1.63
H: 3.17 -4.00 1.38
H: -3.40 -3.52 0.21
H: -3.40 6.12 2.76
H: -1.57 -5.21 4.98
H: 1.54 0.08 0.96
H: -0.22 5.60 -5.79
H: 1.72 -6.03 0.26
H: 3.15 3.32 -0.13
C: 1.05 -2.71 -4.00
C: 0.65 -7.38 1.51
H: 0.84 -2.09 1.27
C: -2.31 -9.08 4.30
C: -1.47 -7.86 4.65
H: 4.55 1.34 -0.86
H: 1.51 4.90 -3.76
H: -1.68 1.01 -5.69
H: 2.13 0.71 -4.55
C: -4.08 -2.73 -0.03
C: -4.79 -1.13 -3.26
C: 4.00 -3.41 3.28
H: -3.08 4.44 -1.44
H: -2.28 -3.68 -6.77
C: -3.92 -2.38 -1.47
H: 4.24 2.46 3.88
C: -2.91 5.45 0.30
H: 1.15 2.92 6.05
H: -3.38 -2.55 3.36
H: 4.58 -2.90 -2.86
C: -1.62 4.74 -4.58
C: -0.05 4.28 4.70
H: 3.29 1.65 2.50
H: -0.04 1.14 -5.10
O: 3.93 0.66 -2.71
C: -1.36 -5.59 3.94
H: -3.83 -1.86 0.60
H: -5.87 -0.19 -4.69
O: 3.36 -5.40 -2.51
H: 5.25 -5.33 -3.37
H: -0.57 -4.13 -0.42
H: -5.09 -3.01 0.07
H: -1.88 5.62 -1.57
H: 0.70 6.38 2.42
H: -1.47 6.70 -5.22
O: 2.79 -3.66 3.99
H: 1.45 -8.14 -3.36
H: 4.85 -3.61 3.91
H: -0.91 4.69 -3.79
C: 1.66 -7.05 -3.10
O: -0.48 0.31 0.70
H: -1.75 5.61 -6.68
H: -1.33 8.38 -1.10
H: 4.14 -0.41 -1.05
C: -2.18 -1.30 4.73
H: 0.79 8.97 2.10
O: 0.66 7.16 -2.58
H: 4.04 4.84 -0.06
H: -0.83 10.13 -1.71
C: 3.97 -4.35 2.06
C: 1.59 8.29 1.74
H: -0.28 -4.27 -5.65
H: 6.54 0.95 -2.20
H: 0.30 6.77 0.72
H: -0.88 4.46 5.45
H: 1.28 -6.40 -3.88
H: -0.07 -2.70 -6.38
H: -2.35 2.25 0.37
C: 3.38 4.17 0.51
C: -3.15 -1.46 3.55
H: -2.95 -1.93 -1.68
C: 3.19 -6.76 -2.87
C: 1.89 6.49 -2.24
H: 1.84 0.54 4.25
C: -2.13 -3.07 -5.83
H: -0.46 4.32 3.66
C: -0.65 -3.20 -5.61
O: -2.02 -6.84 3.83
H: -0.40 -8.07 4.46
C: 0.74 -6.15 0.59
H: 5.94 -3.22 -1.96
C: 1.72 5.00 -2.64
H: 0.65 -2.53 -1.86
C: -1.28 5.73 -5.62
H: -1.41 8.77 -2.77
H: 0.92 -8.32 0.93
C: -5.95 -0.24 -3.61
H: 4.41 -3.29 -1.10
H: 3.99 -2.34 3.12
C: -6.40 0.32 2.88
H: 1.26 -3.39 7.10
H: -2.38 -9.14 3.22
H: 0.75 5.05 4.75
H: -1.67 6.10 2.58
H: 1.14 9.20 -2.73
H: -4.11 -3.30 -2.01
H: 2.87 -2.19 5.44
H: 0.41 1.71 -0.58
C: -2.50 8.13 2.83
H: 0.90 4.59 -2.11
H: -3.84 5.11 0.74
H: 0.43 -3.53 5.57
C: -2.63 6.68 2.29
H: 6.12 -0.87 -2.29
H: 2.05 1.32 -2.10
H: -1.52 2.96 -0.90
H: 1.36 4.71 -0.01
C: -1.55 2.39 -4.20
C: 2.37 1.53 4.41
H: -2.67 -0.95 2.75
H: 1.51 -4.85 6.07
H: 0.35 -5.24 1.22
C: 2.49 1.68 -4.18
H: -1.30 -1.86 4.66
H: -6.95 0.44 1.94
H: 1.26 -7.35 2.44
C: 0.58 8.49 -2.05
H: 2.26 -2.25 -2.38
H: 4.17 0.60 3.64
H: -2.72 -1.55 5.71
C: -1.50 -5.20 -2.04
C: 0.59 -0.04 1.54
H: -7.00 -0.23 3.59
H: -1.95 -0.26 4.84
H: -0.25 -5.72 3.80
H: 2.44 8.35 2.46
H: 0.51 -4.81 -1.69
H: -4.57 -0.04 1.79
H: -2.21 7.94 3.93
H: -1.87 -5.30 1.91
C: 3.60 1.55 3.53
C: 0.66 2.96 5.03
H: 1.06 8.61 -1.15
O: -0.35 -2.69 -4.28


Below is a cluster of 9 separate species, C11H40N8O9 in total at a distorted geometry, with properties calculated with the ωB97M-V functional and the def2-TZVPD basis.

Results
SMILES string: NC(N)=O.NC(N)=O.NC(N)=O.NC(N)=O.CCO.CCO.CO.CO.CO
Max |F|: 0.17335 hartree/bohr
E: -42398.68451 eV
Multiplicity: 1
Energy above the lowest of the compared OMol25 structures with the same formula, charge and spin: 7.523 eV

Positions of all 68 atoms, in Å:
H: 15.43 -6.52 -17.85
H: 20.20 -4.47 -13.90
O: 16.77 -5.38 -17.58
H: 15.39 -4.52 -17.26
H: 14.42 -3.59 -20.77
H: 16.32 -1.90 -18.77
H: 20.51 -2.92 -16.50
N: 13.19 -4.74 -18.49
H: 14.46 -4.82 -15.83
H: 21.69 -3.80 -14.56
H: 12.67 -5.55 -17.03
H: 15.28 -6.61 -15.11
H: 16.96 -7.35 -15.25
H: 17.77 -4.00 -18.80
H: 14.11 -9.72 -14.13
O: 15.73 -8.56 -19.39
C: 12.83 -6.01 -15.07
C: 15.67 -8.65 -14.70
H: 19.04 -6.99 -17.53
H: 15.20 -0.37 -17.98
O: 15.64 -1.50 -16.35
H: 15.65 -4.42 -21.41
H: 11.59 -6.73 -16.45
H: 16.42 0.43 -16.90
N: 14.53 -7.07 -17.92
C: 14.60 -8.06 -18.77
O: 12.95 -2.46 -17.92
H: 17.50 -5.10 -17.01
N: 14.42 -8.71 -14.28
N: 14.69 -3.82 -17.15
C: 19.83 -3.27 -15.66
H: 18.09 -3.99 -15.53
H: 17.26 -0.56 -18.96
H: 17.84 -1.58 -17.84
O: 13.97 -4.09 -22.71
H: 12.54 -8.09 -18.96
N: 12.42 -6.20 -16.29
C: 13.56 -3.70 -17.79
N: 14.01 -5.40 -15.09
C: 16.07 -0.55 -17.28
C: 16.97 -1.24 -18.25
H: 18.93 -6.09 -15.69
O: 12.27 -6.61 -13.94
H: 19.59 -2.35 -15.05
H: 13.76 -6.85 -17.19
N: 13.42 -8.63 -18.90
H: 14.12 -5.31 -21.02
H: 15.10 -2.95 -16.73
H: 19.69 -8.16 -16.57
C: 17.03 -4.81 -18.84
C: 20.79 -4.24 -14.79
H: 21.08 -5.25 -15.15
H: 18.03 -8.34 -17.13
O: 18.71 -3.85 -16.23
H: 13.65 -5.69 -18.46
C: 18.74 -7.65 -16.71
H: 13.03 -4.19 -22.51
O: 16.53 -9.72 -14.90
H: 15.28 -1.03 -15.64
H: 12.29 -4.61 -18.98
H: 13.94 -7.90 -14.06
O: 18.39 -6.86 -15.69
C: 14.56 -4.38 -21.46
N: 15.96 -7.41 -14.88
H: 13.32 -9.55 -19.33
H: 17.32 -5.42 -19.59
H: 14.18 -5.07 -14.17
H: 16.20 -4.27 -19.17